# 1
48
Properties=species:S:1:pos:R:3:mulliken_charge:R:1 method="wB97M-V/def2-TZVPD" e_tot_ev=-29681.653 homo_energy_ha=-0.4112 total_charge=+1 e_above_lowest_kcal_mol=75.1 gap_ev=8.44
C 0.46983 -0.90758 -0.44259 -0.5983
C -0.24928 -0.72620 0.89625 0.9352
C -2.40330 0.58909 0.93735 -0.5661
N -1.72589 -0.65537 0.78575 -0.2970
H -0.20879 -1.30459 -1.29669 0.3288
H 0.75770 0.12030 -0.76981 -0.1196
H 1.39399 -1.46272 -0.25646 0.3166
H -0.13390 -1.76555 1.38566 -0.0360
H 0.11846 0.18544 1.46127 -0.3447
H -3.34556 0.63937 0.71116 0.4395
H -2.15338 1.06936 1.90701 0.1888
H -2.04542 -1.08754 -0.06701 0.1437
H 2.08796 2.01559 -1.86053 0.4489
H 2.26477 3.50293 -2.18516 0.2681
O 2.14444 2.91784 -1.41815 -0.6854
H 0.83262 3.10269 1.21051 0.5167
H 0.50107 3.09373 -0.60092 0.3792
O 0.02452 3.23884 0.22549 -0.6332
H -0.47734 2.23054 3.07592 0.2986
H 0.20245 1.19233 3.80637 0.2723
O 0.44617 1.75744 3.09720 -0.5911
H 0.89784 0.11728 -2.80624 0.2622
H 1.08565 1.04101 -3.80207 0.2708
O 1.46120 0.76445 -3.04794 -0.5580
H -2.00677 1.24457 -0.86972 0.3837
H -0.63104 2.46794 0.13684 0.6404
O -1.83709 1.57415 0.06373 -0.6591
H 2.43854 2.43553 1.43714 0.4214
H 2.03107 3.26411 2.79146 0.4082
O 1.92820 3.21365 1.76265 -0.5383
H 0.49506 -3.50112 0.86475 0.3547
H -0.48391 -4.62603 0.34942 0.3909
O 0.34556 -4.09740 0.02695 -0.7455
H 3.87373 0.16242 2.15141 0.3198
H 2.33547 0.37168 2.05956 0.2538
O 3.22768 0.81393 1.88426 -0.6891
H 1.96474 -3.31238 1.97939 0.3074
H 1.80045 -1.89592 2.91968 0.2456
O 1.37282 -2.43472 2.19806 -0.6905
H -2.36632 -2.80189 -2.48335 0.3509
H -3.34987 -2.75290 -1.33552 0.2362
O -2.96131 -2.19641 -1.90489 -0.6110
H -0.15670 -3.48385 -1.63355 0.3729
H -0.56386 -3.47922 -3.18712 0.3152
O -0.62711 -3.06945 -2.30639 -0.6342
H -3.07611 0.04026 -2.35086 0.2667
H -3.01382 1.50435 -3.13657 0.2871
O -2.68524 0.89005 -2.36371 -0.6271

***

# 2
8
Properties=species:S:1:pos:R:3:mulliken_charge:R:1 method="wB97M-V/def2-TZVPD" e_tot_ev=-24473.968 homo_energy_ha=-0.3507 total_charge=0 e_above_lowest_kcal_mol=40.2 gap_ev=10.35
C 0.53524 1.10660 -0.01974 -0.5266
H -0.30004 1.03373 -0.71572 0.2745
H 0.17123 1.33015 0.98300 0.2755
H 1.22668 1.88345 -0.34810 0.3258
H -0.96364 -1.26903 -0.28471 0.1797
H -2.75863 -0.58714 0.04526 0.1238
S -1.51605 -0.08487 0.01403 -0.4391
Cl 1.39234 -0.45134 0.01260 -0.2136

***

# 3
90
Properties=species:S:1:pos:R:3:mulliken_charge:R:1 method="wB97M-V/def2-TZVPD" e_tot_ev=-81953.946 homo_energy_ha="-0.3878 / -0.3878" total_charge=+1 e_above_lowest_kcal_mol=22.3 gap_ev="6.89 / 6.89"
Pd 0.42775 -1.13420 -0.16822 0.6645
O -1.58688 0.20054 0.19824 -0.2649
S -1.70081 1.50626 -0.57977 0.4941
C -2.77119 1.11698 -1.96540 -0.7741
C -2.12645 0.20994 -3.02179 -1.3586
C -1.47424 -1.08676 -2.53432 0.3294
C -2.43438 -1.94238 -1.69230 -0.6325
S -1.69789 -3.29269 -0.69769 0.5251
O -1.14530 -2.59298 0.57709 -0.6820
C -3.25976 -3.97020 -0.20577 0.5252
C -3.87509 -4.87760 -1.05841 -0.3388
C -5.11217 -5.39472 -0.70268 -0.7057
C -5.70440 -5.01781 0.49925 -0.4618
C -5.06121 -4.12557 1.34757 -0.6655
C -3.82614 -3.59163 0.99844 -0.3236
C -2.83634 2.53805 0.31210 0.3033
C -3.51016 2.01328 1.40508 -0.2348
C -4.39221 2.83784 2.09593 -0.7223
C -4.58522 4.15376 1.69392 -0.5254
C -3.89422 4.66165 0.59959 -0.6331
C -3.00231 3.85597 -0.09252 -0.3943
H -3.04108 2.07825 -2.40997 0.6263
H -3.66554 0.68564 -1.51110 0.4136
H -1.37477 0.77830 -3.57183 0.4397
H -2.91366 -0.03465 -3.73712 0.4224
H -0.57567 -0.82374 -1.97096 -0.2948
H -1.12392 -1.65457 -3.39595 0.7172
H -3.18361 -2.43394 -2.31674 0.6528
H -2.93232 -1.35095 -0.92463 -0.0721
H -3.39426 -5.18163 -1.98444 0.4502
H -5.60869 -6.10192 -1.35557 0.3931
H -6.66694 -5.43148 0.77878 0.3969
H -5.52007 -3.84546 2.28732 0.4095
H -3.29965 -2.90143 1.64781 0.4430
H -3.33669 0.98670 1.70397 0.3845
H -4.93110 2.44806 2.95056 0.4175
H -5.27228 4.79130 2.23863 0.3960
H -4.04745 5.68884 0.29110 0.4112
H -2.44603 4.24754 -0.94155 0.4569
C 1.57258 -7.58545 -0.16378 -0.7774
O 2.80398 -6.93328 0.15805 -0.4488
C 2.87830 -5.60570 -0.00025 0.9418
C 4.11394 -5.02539 0.35233 -1.0164
C 4.26642 -3.67604 0.22537 -0.8325
C 3.21526 -2.84734 -0.23459 -0.2192
C 3.39724 -1.44003 -0.46529 1.6429
C 4.75730 -0.80321 -0.41435 -1.6377
O 2.45460 -0.67905 -0.75424 -0.7422
C 1.99264 -3.44547 -0.59228 0.4306
O 0.99236 -2.76102 -1.13646 -0.7507
C 1.83322 -4.82899 -0.47134 -0.3151
H 1.72394 -8.63529 0.05507 0.2455
H 1.33261 -7.46471 -1.22039 0.3332
H 0.75838 -7.19717 0.44792 0.3204
H 4.91191 -5.66530 0.70552 0.4722
H 5.22281 -3.23368 0.48788 0.4049
H 5.44277 -1.27659 -1.12122 0.4820
H 5.17980 -0.92007 0.58591 0.4186
H 4.68123 0.25420 -0.65175 0.2217
H 0.88619 -5.25215 -0.76940 0.3768
C -0.24634 7.33286 -0.66491 -1.3257
C 0.76617 6.21451 -0.59479 0.7516
C 1.29504 5.64348 -1.74880 -0.8095
C 2.27111 4.66067 -1.68554 -0.7445
C 2.75860 4.22600 -0.45866 0.5300
N 3.84268 3.30007 -0.50463 0.1557
C 4.64684 2.80464 0.48837 -0.0146
O 5.80820 2.51705 0.28718 -0.6251
N 4.06730 2.60890 1.75048 0.0138
C 2.97140 1.75881 2.00977 0.0483
C 2.85934 1.19486 3.27334 -0.5269
C 1.82656 0.32551 3.55063 -1.0670
C 0.93284 0.01334 2.54585 -0.4462
N 1.04324 0.53525 1.31512 0.5118
C 2.02298 1.40769 1.05879 -0.2336
C 2.21581 4.75404 0.70794 -0.0506
C 1.23157 5.73369 0.62617 -0.9985
H -0.26971 7.78154 -1.65783 0.3787
H -0.01094 8.11982 0.05300 0.3852
H -1.25417 6.98231 -0.43764 0.1800
H 0.96190 5.99320 -2.72227 0.3711
H 2.68800 4.25403 -2.60297 0.3929
H 4.32696 3.26753 -1.38824 0.2745
H 4.80562 2.52926 2.43316 0.3045
H 3.59574 1.43138 4.03576 0.4601
H 1.72630 -0.12332 4.53054 0.4369
H 0.10073 -0.65424 2.71521 0.4523
H 2.07290 1.78762 0.04836 0.5171
H 2.58479 4.45063 1.67785 0.5237
H 0.84337 6.15794 1.54945 0.4156